{"formula": "C12H14ClN2", "method": "wB97M-V/def2-TZVPD", "elements": ["C", "N", "C", "C", "C", "C", "C", "C", "C", "C", "N", "C", "C", "C", "H", "H", "H", "H", "H", "H", "H", "H", "H", "H", "H", "H", "H", "H", "Cl"], "xyz": [[-2.604276, 3.591138, 2.645724], [-1.861276, 2.585138, 1.816724], [-0.695276, 2.101138, 2.470724], [0.002724, 1.030138, 1.879724], [-0.621276, 0.346138, 0.616724], [-2.000276, 0.944138, 0.176724], [-2.519276, 1.928138, 0.829724], [0.119724, -0.747862, -0.092276], [1.271724, -1.480862, 0.587724], [2.078724, -2.244862, -0.204276], [1.746724, -2.553862, -1.518276], [0.667724, -1.987862, -2.138276], [-0.141276, -1.171862, -1.535276], [2.998724, -2.775862, -2.405276], [-3.568276, 3.183138, 3.123724], [-2.638276, 4.234138, 1.821724], [-1.966276, 3.889138, 3.403724], [-0.288276, 2.540138, 3.309724], [0.899724, 0.964138, 2.021724], [-2.572276, 0.457138, -0.776276], [-3.386276, 2.533138, 0.355724], [1.359724, -1.330862, 1.707724], [2.870724, -2.598862, 0.222724], [0.507724, -2.286862, -2.986276], [-0.960276, -0.666862, -2.063276], [2.808724, -3.455862, -3.230276], [3.755724, -3.292862, -1.896276], [3.262724, -1.718862, -2.710276], [1.471724, -2.012862, -5.434276]], "forces_ev_per_angstrom": [[-1.51, -2.25, -1.27], [1.68, -2.39, 4.78], [-1.83, -2.53, -5.30], [-12.23, 0.85, -5.56], [-1.29, 2.39, 1.93], [4.03, -6.97, -3.44], [-1.85, 5.19, 0.21], [1.48, -1.95, -1.35], [-3.75, 2.74, -0.41], [-5.74, 1.57, -2.96], [2.52, 1.48, 0.99], [4.02, -0.55, 7.37], [-2.48, 4.84, 5.86], [-1.55, 0.91, -0.78], [1.38, 0.67, -1.26], [-1.47, 2.54, -0.08], [1.14, 0.95, 1.29], [0.30, 1.45, 1.58], [9.85, -1.59, 2.19], [1.59, 1.32, 2.62], [1.16, -1.31, 1.31], [0.42, -0.35, -1.70], [4.90, -2.52, 1.72], [-1.37, -3.03, -9.62], [0.47, -0.46, 0.08], [-0.70, 0.66, -0.43], [0.99, -0.19, 1.50], [-0.08, -1.53, -0.07], [-0.08, 0.07, 0.78]], "charge": 1, "homo_energy_ev": -9.602, "e_tot_ev": -28159.7897, "orbital_gap_ev": 2.932}


{"formula": "C12H14N2O", "method": "wB97M-V/def2-TZVPD", "elements": ["C", "C", "C", "C", "N", "C", "C", "N", "O", "C", "C", "C", "C", "C", "C", "H", "H", "H", "H", "H", "H", "H", "H", "H", "H", "H", "H", "H", "H"], "xyz": [[0.444952, 0.324160, -3.532216], [0.688842, -0.887670, -2.592287], [-0.484872, -0.900312, -1.608470], [-1.772732, -1.412603, -2.158009], [-0.440385, 0.025524, -0.645881], [-0.242872, -0.349769, 0.582315], [-0.056953, -1.771447, 0.776716], [-0.221712, -2.514034, -0.237752], [-0.245718, -3.700827, -0.517200], [-0.041085, 0.619595, 1.635756], [1.180954, 0.484921, 2.389170], [1.483609, 1.336125, 3.479054], [0.696336, 2.466770, 3.763141], [-0.391200, 2.640954, 2.927692], [-0.783266, 1.699958, 1.998231], [-0.598582, 0.325155, -4.192728], [1.266038, 0.356994, -4.242684], [0.524688, 1.226439, -2.998629], [1.776623, -0.700706, -2.113218], [0.870760, -1.746399, -3.208230], [-2.530234, -0.579759, -2.380392], [-2.118865, -2.106655, -1.380607], [-1.611148, -2.025097, -2.999100], [0.036912, -2.320814, 1.755662], [1.945633, -0.272857, 2.219941], [2.296387, 1.282968, 4.179650], [0.983598, 3.073624, 4.674042], [-0.963461, 3.600594, 2.967536], [-1.692247, 1.825169, 1.458498]], "forces_ev_per_angstrom": [[-1.73, -1.06, -2.16], [1.95, 1.86, 0.83], [1.55, -2.64, -0.06], [-1.58, 1.22, 1.22], [-0.35, 0.87, 1.43], [-0.11, -0.25, -2.26], [0.01, -1.66, 3.53], [0.30, 2.41, -4.04], [-0.03, -0.61, 0.71], [3.42, -0.30, 2.54], [0.18, 0.33, 1.16], [-1.10, 0.73, -0.48], [0.43, -0.84, 0.21], [-0.82, 2.09, 0.78], [-0.75, 0.36, -0.96], [2.65, -0.22, 1.93], [-0.04, -0.11, -0.34], [-0.33, 1.19, 0.80], [-2.67, -0.28, -0.48], [-0.70, -0.87, 0.05], [1.10, -1.26, 0.37], [-0.72, 0.49, -0.37], [0.24, -0.47, -1.24], [0.02, 1.16, -0.73], [-0.55, -0.17, -0.38], [0.70, -0.96, -0.40], [-0.64, -0.38, -1.54], [0.23, -1.10, 0.21], [-0.67, 0.46, -0.31]], "charge": 0, "homo_energy_ev": -7.951, "e_tot_ev": -17694.1425, "smiles": "CC/C(C)=N\\C(=C/N=O)c1ccccc1", "orbital_gap_ev": 8.028}


{"formula": "C12H14N2O3S", "method": "wB97M-V/def2-TZVPD", "elements": ["C", "C", "C", "C", "C", "C", "C", "S", "C", "N", "C", "C", "O", "O", "N", "C", "O", "C", "H", "H", "H", "H", "H", "H", "H", "H", "H", "H", "H", "H", "H", "H"], "xyz": [[0.792910, -0.620095, 2.426272], [0.274318, -0.046387, 1.173009], [-1.041897, 0.035532, 0.613326], [-2.204132, -0.750889, 1.166896], [-2.622317, -2.006297, 0.398671], [-3.275479, -1.440939, -0.896488], [-1.505790, -3.147351, 0.146094], [-1.237532, 1.290002, -0.701914], [0.436411, 1.655543, -0.529848], [1.190894, 2.361841, -1.449320], [2.598509, 2.457873, -1.387238], [3.379200, 3.253921, -2.401647], [2.675388, 3.738378, -3.238073], [4.635949, 3.385816, -2.252556], [3.270549, 1.874297, -0.447249], [2.563603, 1.112033, 0.481225], [3.254795, 0.480563, 1.226124], [1.097876, 0.920168, 0.376199], [0.094240, -1.383075, 2.783563], [0.859167, 0.142055, 3.273291], [1.816775, -1.089835, 2.297317], [-2.067258, -1.120972, 2.218158], [-3.096732, -0.023788, 1.104044], [-3.453244, -2.495258, 1.004638], [-4.140697, -2.028755, -1.251385], [-3.614927, -0.436800, -1.087186], [-2.536375, -1.607094, -1.635956], [-0.561066, -2.780296, -0.360750], [-1.304461, -3.525301, 1.195471], [-1.977368, -3.940712, -0.418017], [0.773551, 2.670797, -2.401268], [4.925140, 3.065025, -1.425405]], "forces_ev_per_angstrom": [[0.48, -0.94, 1.35], [-1.70, 3.41, -3.41], [2.39, -0.72, 1.76], [-1.06, 0.65, 0.66], [-1.16, 0.07, -0.63], [-0.43, -2.30, -0.95], [-0.60, 1.82, 1.49], [0.50, -1.40, 1.40], [0.76, -0.22, -1.42], [0.62, 2.03, -3.55], [-1.18, -1.68, 2.24], [-3.97, -0.47, 0.47], [0.40, 0.84, -1.65], [1.51, 1.20, -1.79], [-0.84, 1.53, -1.23], [-0.07, -1.05, -0.57], [0.49, -1.00, 1.89], [0.55, -0.71, 1.96], [0.19, -0.05, 0.04], [0.05, -0.72, -1.30], [-1.29, 0.70, 0.12], [0.33, 1.10, -0.66], [1.07, -1.28, 0.65], [1.10, 0.52, -0.58], [0.33, -0.16, 0.33], [0.16, 0.77, 1.11], [0.77, -0.03, -1.24], [-1.18, -0.34, 0.66], [0.24, 0.21, -1.32], [0.07, -0.20, -0.20], [0.95, -0.48, 2.44], [0.51, -1.14, 1.94]], "charge": 0, "homo_energy_ev": -8.461, "e_tot_ev": -32628.0944, "smiles": "Cc1c(CC(C)C)sc2[nH]c(C(=O)O)nc(=O)c12", "orbital_gap_ev": 8.270}


{"formula": "C12H14N3", "method": "wB97M-V/def2-TZVPD", "elements": ["C", "C", "C", "C", "C", "C", "C", "C", "C", "C", "C", "C", "N", "N", "N", "H", "H", "H", "H", "H", "H", "H", "H", "H", "H", "H", "H", "H", "H"], "xyz": [[-3.148830, 1.588222, -0.569140], [-2.640874, 0.740764, -1.588369], [-2.248068, 2.352700, 0.228694], [-1.224162, 0.532653, -1.801509], [0.057941, -2.902621, 0.195296], [1.926099, -1.675448, 0.413735], [-0.881662, 1.978287, 0.188158], [-0.367457, 1.171271, -0.895382], [1.401662, -2.956264, 0.596089], [0.377847, 2.350191, 1.092355], [1.476046, 1.848292, 0.253176], [1.014856, 0.951162, -0.787217], [-0.194711, -1.566153, -0.093702], [0.937810, -0.880028, -0.052309], [2.249798, -3.966232, 1.009496], [-4.265409, 1.931279, -0.394385], [-3.379936, 0.062929, -2.102372], [-2.567294, 3.070410, 0.966567], [-0.825626, -0.101442, -2.523294], [-0.809237, -3.548069, 0.183909], [2.874312, -1.330547, 0.654860], [0.453162, 3.394779, 1.314020], [0.365193, 1.775885, 2.006484], [2.021600, 2.597803, -0.317227], [2.187888, 1.429799, 0.944846], [1.371000, 0.593450, -1.789579], [-1.046824, -1.015089, -0.144168], [1.830254, -4.827000, 1.399490], [3.054621, -3.600986, 1.611477]], "forces_ev_per_angstrom": [[-0.35, 2.21, 0.11], [-0.03, -1.42, 0.06], [1.39, -1.96, -0.15], [-2.72, 2.23, 2.28], [-0.22, 1.55, 0.65], [-3.28, 0.34, -1.07], [0.78, 0.49, -0.63], [-3.57, 0.83, 0.95], [-0.12, -0.34, -0.12], [-3.16, -0.35, -1.32], [3.28, 0.18, 0.07], [-0.94, -3.23, -1.11], [1.46, -0.97, -0.28], [1.18, 1.35, 0.76], [0.94, -0.65, 1.53], [2.24, -1.48, -0.83], [0.95, 1.10, 0.19], [-0.30, 0.00, 0.04], [0.29, -1.03, -1.35], [0.48, -0.33, 0.17], [1.54, 0.66, -0.01], [-0.03, 0.56, 0.18], [-0.36, -0.02, 0.43], [0.06, 0.57, 0.16], [0.85, -0.42, -0.28], [1.03, 0.67, 1.48], [-0.06, -0.53, -0.31], [0.41, 1.00, -0.35], [-1.75, -0.99, -1.25]], "charge": 1, "homo_energy_ev": -11.860, "e_tot_ev": -17132.4565, "orbital_gap_ev": 8.018}


How do the records compare in ΔE to the lowest compared entry with this formula, charge and spin? In the order shown, they have 6.058, 5.729, 2.104, 1.554 eV.